Entry 1:
14
Properties=species:S:1:pos:R:3 method="wB97M-V/def2-TZVPD" e_lumo_ev=0.81 orbital_gap_ev=10.571 e_above_lowest_kcal_mol=54.7 e_tot_ev=-8833.8307 smiles="C#CCC.N=C=O" charge=0 homo_energy_ev=-9.76
C 0.44582 -1.30096 -0.76564
C -0.07574 -0.32810 -0.28865
C -0.93245 0.72311 0.24855
C -2.34017 0.29207 -0.18340
H 0.91235 -2.16169 -1.17910
H -0.82382 0.79706 1.33856
H -0.65176 1.70801 -0.14715
H -3.10993 0.65857 0.49378
H -2.53108 0.63661 -1.20317
H -2.38161 -0.80150 -0.20314
N 3.13390 -0.76489 0.10305
C 2.44236 0.15749 0.51669
O 1.79744 1.04349 0.91883
H 4.10433 -0.64184 0.35903

---

Entry 2:
14
Properties=species:S:1:pos:R:3 method="wB97M-V/def2-TZVPD" e_lumo_ev=0.67 orbital_gap_ev=11.227 e_above_lowest_kcal_mol=20.8 e_tot_ev=-8835.3005 smiles="CC[C@H](C#N)C=O" charge=0 homo_energy_ev=-10.56
C 1.09907 -1.45926 0.21048
C 0.15719 -0.37921 0.73690
C -0.59025 0.38571 -0.37789
C 0.30956 0.83682 -1.44475
N 1.05156 1.14416 -2.27639
C -1.40476 1.54185 0.19145
O -1.46806 2.64213 -0.28777
H 0.58159 -2.15011 -0.46448
H 1.51149 -2.04257 1.03942
H 1.93538 -1.01730 -0.34010
H -0.60041 -0.82507 1.39278
H 0.72194 0.33824 1.34446
H -1.33528 -0.28575 -0.83224
H -1.96901 1.27035 1.10813

---

Entry 3:
14
Properties=species:S:1:pos:R:3 method="wB97M-V/def2-TZVPD" e_lumo_ev=0.88 orbital_gap_ev=8.720 e_above_lowest_kcal_mol=73.4 e_tot_ev=-8833.0204 smiles=Cc1occc1N charge=0 homo_energy_ev=-7.84
C -1.26727 -0.92107 -0.12942
C -0.39851 -0.23908 1.04305
O 0.70207 -1.13553 1.26083
C 1.64787 -0.83616 0.39296
C 1.33261 0.25634 -0.35744
C 0.11252 0.73120 0.17719
N -0.65882 1.79214 -0.19500
H -2.17835 -0.37523 -0.38038
H -0.71006 -0.99201 -1.08540
H -1.46957 -1.93094 0.18393
H 2.51664 -1.48452 0.39409
H 1.76306 0.49996 -1.30990
H -0.13594 2.56447 -0.56768
H -1.25626 2.07043 0.57316

---

Entry 4:
14
Properties=species:S:1:pos:R:3 method="wB97M-V/def2-TZVPD" e_lumo_ev=0.94 orbital_gap_ev=9.156 e_above_lowest_kcal_mol=38.1 e_tot_ev=-8834.5526 smiles=Cc1cocc1N charge=0 homo_energy_ev=-8.21
C 1.45284 -1.06616 -0.05774
C 0.11127 -0.61317 -0.02644
C -1.04248 -1.30116 0.02229
O -2.18000 -0.53305 -0.02994
C -1.71231 0.74092 -0.05012
C -0.40803 0.73702 -0.09027
N 0.55884 1.73423 -0.11629
H 2.12293 -0.38207 -0.61675
H 1.95191 -0.88643 0.92847
H 1.66541 -2.11413 -0.45014
H -1.28377 -2.32754 -0.12206
H -2.45613 1.57659 0.05371
H 1.24080 1.79241 0.65390
H -0.02128 2.64256 -0.09862

---

Entry 5:
14
Properties=species:S:1:pos:R:3 method="wB97M-V/def2-TZVPD" e_lumo_ev=0.79 orbital_gap_ev=8.550 e_above_lowest_kcal_mol=15.3 e_tot_ev=-8835.5385 smiles=Cn1cccc1O charge=0 homo_energy_ev=-7.76
C 0.60616 1.79906 0.02266
N -0.00986 0.49139 0.07322
C -1.19520 0.16960 0.70027
C -1.37401 -1.18443 0.61573
C -0.25092 -1.72667 -0.07832
C 0.55038 -0.65966 -0.39881
O 1.73637 -0.55798 -1.06305
H 0.69979 2.16045 -1.00553
H 1.60111 1.77324 0.47638
H -0.01921 2.49246 0.58865
H -1.80741 0.94690 1.13640
H -2.21681 -1.73768 1.00837
H -0.04729 -2.76765 -0.29297
H 1.72690 -1.19902 -1.78298

---

Entry 6:
14
Properties=species:S:1:pos:R:3 method="wB97M-V/def2-TZVPD" e_lumo_ev=1.04 orbital_gap_ev=10.480 e_above_lowest_kcal_mol=57.3 e_tot_ev=-8833.7169 smiles="O=C1CN2CC[C@@H]12" charge=0 homo_energy_ev=-9.44
O 0.36674 -1.94793 1.19812
C -0.24313 -1.32907 0.36940
C -1.54211 -0.53480 0.39045
N -0.81699 0.50734 -0.40300
C 0.29790 1.24533 0.28924
C 1.36573 0.42506 -0.47859
C 0.20901 -0.49573 -0.84366
H -2.30169 -0.96778 -0.27109
H -1.99031 -0.29026 1.35704
H 0.34039 1.09887 1.37652
H 0.27686 2.31736 0.07805
H 2.15654 -0.04671 0.10940
H 1.79492 0.95133 -1.33368
H 0.08615 -0.93300 -1.83821

---

Entry 7:
14
Properties=species:S:1:pos:R:3 method="wB97M-V/def2-TZVPD" e_lumo_ev=0.90 orbital_gap_ev=10.327 e_above_lowest_kcal_mol=74.1 e_tot_ev=-8832.9912 charge=0 homo_energy_ev=-9.43
H 1.54568 -2.56193 -0.41379
N 1.46648 -2.01782 0.44458
C 0.48253 -1.23166 0.40473
C -0.79911 -0.80814 -0.18075
C -0.77575 0.63119 0.23916
C 0.16280 1.60757 -0.46287
O 1.30903 0.98445 -0.97906
C -0.31566 -0.36795 1.24033
H -1.66952 -1.40005 -0.43906
H -1.75556 1.05932 0.46264
H -0.40377 2.11874 -1.25828
H 0.51475 2.36946 0.23914
H 1.00717 0.22174 -1.49158
H -0.76906 -0.60492 2.19482

---

Entry 8:
14
Properties=species:S:1:pos:R:3 method="wB97M-V/def2-TZVPD" e_lumo_ev=0.20 orbital_gap_ev=7.399 e_above_lowest_kcal_mol=89.2 e_tot_ev=-8832.3362 charge=0 homo_energy_ev=-7.20
C 0.49265 0.91474 1.54386
N -0.15689 0.24887 0.43635
C -1.48353 0.55388 -0.08957
C -1.77409 -0.07499 -1.25193
C -0.45026 -0.75414 -1.54312
C 0.40037 -0.63492 -0.33619
O 1.62704 -1.11439 -0.10562
H 0.89386 1.88094 1.22043
H 1.30711 0.28994 1.91030
H -0.24345 1.08131 2.33061
H -2.05982 1.23554 0.52889
H 0.17236 0.03213 -2.02146
H -0.38215 -1.63778 -2.18257
H 1.65679 -2.02112 -0.43996

---

Entry 9:
14
Properties=species:S:1:pos:R:3 method="wB97M-V/def2-TZVPD" e_lumo_ev=0.89 orbital_gap_ev=10.310 e_above_lowest_kcal_mol=74.0 e_tot_ev=-8832.9953 charge=0 homo_energy_ev=-9.43
H 1.85241 -0.04647 -2.38157
N 1.91007 0.58611 -1.58375
C 1.25001 0.13582 -0.60997
C 0.58341 -0.98655 0.06268
C -0.36272 -0.20711 0.92483
C -1.57608 0.48770 0.31103
O -1.44081 0.72353 -1.06622
C 1.02436 0.31809 0.80445
H 0.93899 -1.99842 0.21866
H -0.57605 -0.66622 1.89250
H -2.46921 -0.12073 0.52765
H -1.72049 1.46716 0.77661
H -1.17172 -0.11176 -1.47230
H 1.75784 0.41884 1.59540

---

Entry 10:
14
Properties=species:S:1:pos:R:3 method="wB97M-V/def2-TZVPD" e_lumo_ev=0.53 orbital_gap_ev=9.643 e_above_lowest_kcal_mol=63.9 e_tot_ev=-8833.4328 charge=0 homo_energy_ev=-9.12
C 1.22370 1.34774 1.22584
C -2.47631 0.65524 0.18021
C -1.59506 -0.28275 0.28083
C 0.67789 -0.80120 -0.03109
C 1.91880 -0.84771 -0.91106
N -0.42798 -0.24739 -0.45913
O 0.69921 2.34468 1.00211
H -3.41286 0.83502 0.78498
H -2.23950 1.41322 -0.47083
H -1.70318 -1.00881 1.09149
H 0.68356 -1.15578 0.96126
H 1.70504 -0.21737 -1.82946
H 2.14905 -1.85937 -1.41095
H 2.79764 -0.17551 -0.41420